(1)
{"formula": "C3H9O4P", "method": "ωB97M-V with the def2-TZVPD basis set", "symbols": ["O", "H", "H", "H", "H", "P", "H", "C", "H", "O", "H", "O", "H", "O", "C", "C", "H"], "xyz": [[0.936342, 0.891430, -0.880030], [-1.845091, 2.304080, 1.682578], [-1.613421, -1.894278, 0.819285], [2.407653, -0.349775, -1.633346], [-1.406252, -3.098762, -0.394427], [0.164872, -0.109690, 0.138844], [-0.184926, -2.874621, 0.971077], [1.574674, 0.260296, -1.987008], [-1.230248, 2.543333, -0.037153], [1.068726, -0.305573, 1.302826], [1.917245, 1.069854, -2.666683], [-0.088205, -1.518297, -0.585193], [0.842757, -0.413591, -2.531167], [-1.232738, 0.550225, 0.595013], [-1.126857, 1.967743, 0.911831], [-0.840603, -2.398673, 0.225901], [-0.111749, 2.189133, 1.287948]], "atomic_forces_ev_per_a": [[-1.9, -1.0, 0.1], [0.1, -0.7, -0.6], [0.2, 0.3, -0.2], [0.1, 0.1, -0.1], [0.6, -0.1, -0.1], [2.8, 0.3, 2.6], [-0.1, -0.1, -0.6], [-0.4, -0.3, -1.4], [-0.2, -0.4, 0.8], [-1.0, 0.1, -0.6], [-0.2, -0.6, 0.5], [-0.7, 1.8, -0.6], [0.9, 0.8, 0.5], [0.4, 0.1, -0.9], [0.8, 0.8, -0.5], [-0.9, -0.9, 1.3], [-0.4, -0.2, 0.0]], "total_charge": 0, "smiles": "COP(=O)(OC)OC", "spin_multiplicity": 1, "e_above_lowest_ev": 0.000, "homo_ha": -0.3697, "e_tot_ha": -762.080937}

=====

(2)
{"formula": "C15H40FFeO5", "method": "ωB97M-V with the def2-TZVPD basis set", "symbols": ["H", "H", "O", "C", "H", "H", "H", "H", "H", "H", "H", "H", "C", "H", "H", "C", "C", "H", "H", "H", "C", "H", "H", "H", "H", "H", "H", "C", "C", "C", "H", "H", "H", "H", "H", "H", "Fe", "H", "H", "O", "C", "C", "C", "H", "C", "H", "H", "O", "H", "H", "C", "F", "H", "O", "H", "C", "C", "H", "O", "H", "H", "H"], "xyz": [[3.902008, 1.414266, -1.414624], [1.245468, 0.365486, 2.494526], [1.348668, 1.144036, 1.942416], [3.296788, 1.899686, -2.180244], [-3.640252, -0.544904, 3.561156], [2.956728, 2.209576, 1.428526], [-1.856232, 1.512016, 4.923736], [2.389278, 3.313656, -0.790854], [-1.261722, -0.283354, 2.726486], [-2.501022, -4.274784, -2.213054], [-0.819172, -0.506604, -1.906164], [3.238958, 1.437156, -3.165544], [2.039468, 2.568766, -1.505604], [3.813528, 2.784026, -2.553104], [4.664908, 0.311826, 1.973106], [-2.100692, -3.651994, 1.377016], [-2.309452, -3.326994, -0.205794], [-0.713082, -2.403944, -3.526264], [-1.779082, -1.686714, -4.839784], [3.820848, 2.241536, 3.734696], [-0.689162, -0.245644, -3.799834], [0.051768, -0.290284, -5.791614], [-2.095132, 2.347676, 2.550136], [0.333058, 3.835146, -1.877384], [2.071618, 2.524376, 3.927336], [1.575378, 3.987206, -3.033624], [-1.302102, -0.093424, 5.152216], [-3.356162, 0.294276, 2.926206], [2.685648, 1.393496, 2.098316], [3.615588, 0.218956, 1.693116], [-1.964432, -2.815664, 2.062646], [3.323938, -0.009054, 0.667906], [0.770358, 2.654636, -3.257974], [1.289718, -0.852964, -4.708834], [-1.265182, -4.308464, 1.620076], [-0.269172, 1.192666, 4.347426], [-0.280472, 1.736786, 0.567666], [-1.765542, -5.370074, -1.058694], [-3.695492, 0.160306, 1.899076], [1.200248, 1.653936, -0.864604], [-2.484262, -4.556914, -1.160334], [-1.421112, -1.626044, -3.812024], [-1.840832, 0.585946, 3.038026], [-3.874192, 1.174346, 3.307286], [-1.254422, 0.737466, 4.448346], [-1.420662, 0.549026, -3.946504], [-3.063302, -4.051694, 1.695966], [-1.085632, -2.689684, -0.453864], [-2.317602, -1.623694, -3.192024], [3.255308, -0.625714, 2.280346], [1.087558, 3.246826, -2.399604], [-0.462742, -0.318494, 0.391506], [-1.120062, -1.781504, -0.144654], [-1.499202, 1.674746, 2.213046], [2.768088, 0.951126, 4.237846], [0.461078, -0.149634, -4.791224], [2.827638, 1.819396, 3.581596], [-3.446422, -4.994284, -0.893774], [-0.132932, -0.239254, -2.521944], [-2.994842, -2.518024, -0.458594], [0.899578, 0.848276, -4.789614], [1.148568, 1.051166, -1.609984]], "atomic_forces_ev_per_a": [[0.0, -0.2, -0.4], [-1.1, -0.7, 0.1], [-3.2, -0.6, -1.3], [-0.6, 1.9, 0.4], [0.1, 0.0, -0.2], [-0.2, 0.4, 0.1], [0.0, 0.3, 0.4], [0.2, -0.3, 0.3], [-0.3, 0.0, -1.1], [-0.1, 0.3, 0.1], [0.1, -0.4, 0.2], [-0.9, -1.0, 0.5], [1.9, 1.8, -1.2], [0.6, 0.3, 0.6], [-0.1, 0.5, -0.6], [-2.4, -0.3, -1.1], [2.1, -0.6, 1.7], [-0.2, 0.0, -0.2], [-0.1, -0.8, -0.1], [-0.1, 0.1, 0.1], [-0.1, -2.4, -0.4], [0.0, 0.1, -0.1], [-0.1, 1.1, -0.3], [-0.4, -0.4, 0.0], [0.0, 0.2, -0.3], [0.5, 0.6, 0.4], [0.2, -0.3, -0.7], [0.9, 0.9, 0.3], [4.2, 1.8, 1.0], [-2.2, -0.1, 0.8], [0.1, 0.8, -0.6], [0.9, -0.1, -0.2], [-0.9, -0.7, 0.6], [-0.3, -0.3, 0.5], [-0.2, -0.3, -0.7], [0.3, -0.4, 0.2], [2.1, -4.9, 0.6], [0.3, 0.4, 0.4], [0.2, -0.3, 0.0], [-1.1, -1.2, 2.7], [-0.5, 0.6, 1.1], [0.1, 1.4, -1.6], [0.0, -4.7, 1.6], [-0.3, 0.1, 0.2], [-1.2, 2.3, 0.0], [0.1, 0.3, -0.1], [0.2, -0.6, 0.4], [1.8, 0.2, -1.9], [0.1, 0.0, 0.3], [0.1, -0.4, 0.1], [0.6, 1.9, -2.8], [-0.1, 3.5, 0.2], [0.1, 0.0, 0.3], [0.6, 1.6, -1.5], [0.0, -0.2, 0.0], [-0.5, 0.4, -0.7], [0.8, -0.2, -0.4], [-0.1, 0.0, -0.2], [1.2, 1.8, 2.1], [-1.2, -0.6, 0.5], [0.0, 0.2, 0.1], [-1.6, -2.2, -0.4]], "total_charge": 2, "spin_multiplicity": 6, "e_above_lowest_ev": 3.114, "homo_ha": [-0.5325, -0.5227], "e_tot_ha": -2334.508480}

=====

(3)
{"formula": "C25H50O9", "method": "ωB97M-V with the def2-TZVPD basis set", "symbols": ["C", "C", "H", "H", "C", "C", "H", "H", "H", "H", "O", "H", "H", "C", "C", "C", "C", "C", "O", "C", "H", "H", "C", "C", "C", "O", "O", "H", "H", "H", "H", "H", "C", "H", "H", "H", "H", "H", "H", "H", "C", "O", "H", "H", "H", "H", "H", "H", "C", "H", "C", "H", "H", "O", "C", "H", "H", "C", "C", "C", "H", "O", "H", "C", "H", "O", "H", "H", "H", "H", "H", "H", "O", "H", "H", "H", "C", "C", "H", "H", "H", "H", "H", "C"], "xyz": [[-44.707245, -62.305956, -25.764948], [-42.759612, -62.835347, -24.043482], [-44.903058, -62.615421, -26.808243], [-41.707880, -69.527088, -17.190129], [-39.616090, -69.445128, -25.830497], [-42.892099, -66.659765, -20.861887], [-41.920309, -71.283621, -23.508772], [-36.093347, -63.252774, -19.505550], [-40.136580, -69.596037, -15.270999], [-48.166347, -61.950574, -21.146965], [-41.736123, -65.449779, -22.604667], [-41.933551, -67.726720, -17.272785], [-37.623829, -63.592426, -18.893355], [-38.383614, -64.646590, -23.277478], [-39.998125, -68.378103, -17.024617], [-42.261921, -72.060151, -22.823022], [-38.747659, -69.689837, -24.599353], [-42.451375, -73.363312, -23.393651], [-37.678016, -66.569348, -22.077426], [-46.079490, -62.388736, -21.212282], [-44.949767, -63.774514, -19.964575], [-47.301936, -61.195248, -19.797602], [-44.784831, -62.778824, -20.430324], [-41.438428, -68.562959, -17.504255], [-37.376583, -69.068231, -24.367862], [-43.559923, -74.047483, -23.316533], [-40.159717, -73.726524, -20.772322], [-40.566998, -73.657981, -17.724352], [-36.865156, -69.845293, -24.898392], [-38.641748, -71.032236, -19.529663], [-41.576313, -74.549168, -24.851814], [-41.314675, -68.788437, -22.645584], [-37.059421, -65.172473, -19.910256], [-37.622808, -65.824917, -19.304784], [-45.031032, -61.174471, -25.537911], [-39.847412, -67.845602, -15.148683], [-40.092434, -68.490004, -25.604915], [-40.677282, -67.959471, -21.082956], [-41.377657, -68.527639, -18.568949], [-44.493256, -62.036931, -19.477628], [-47.345657, -62.214828, -20.458399], [-37.719324, -64.620753, -21.007528], [-38.711314, -65.388333, -23.884418], [-39.228578, -64.137342, -22.845043], [-36.251324, -64.164334, -18.030040], [-43.151573, -65.751406, -20.846605], [-42.680597, -67.225456, -19.957614], [-43.842313, -62.804536, -21.140951], [-43.151823, -62.448284, -25.498403], [-37.005769, -68.747565, -23.293659], [-39.620731, -68.715349, -15.628422], [-40.175770, -70.414004, -26.086328], [-45.332008, -63.031421, -25.044267], [-39.257491, -70.470295, -23.656428], [-39.381789, -71.421692, -20.059898], [-38.922020, -69.238054, -26.613274], [-39.421665, -72.568170, -17.640369], [-41.275953, -73.847962, -24.026713], [-41.804322, -66.555103, -21.909649], [-37.877824, -65.410085, -22.157072], [-40.159702, -67.447669, -22.611016], [-39.013059, -68.068262, -17.928841], [-47.576048, -63.103764, -19.937394], [-40.921917, -67.768597, -22.052011], [-40.417509, -70.708222, -20.022620], [-45.905296, -62.098370, -22.527988], [-43.239982, -63.639882, -23.435725], [-39.153408, -74.234124, -17.985002], [-41.563810, -71.912906, -22.036902], [-43.642747, -67.339136, -21.226310], [-41.649437, -62.527856, -24.063730], [-37.409894, -67.984790, -24.995074], [-42.238291, -62.212732, -26.414546], [-43.032857, -61.930345, -23.178660], [-38.627443, -68.681822, -15.431630], [-40.557717, -74.423219, -23.323133], [-36.768611, -63.918162, -19.009096], [-39.675976, -72.988089, -19.795082], [-40.880612, -73.097376, -24.369403], [-43.290948, -71.654612, -22.479088], [-38.911636, -71.355666, -21.098063], [-37.939735, -63.955015, -23.830448], [-36.069489, -65.648603, -20.112760], [-39.612928, -73.373025, -18.291304]], "atomic_forces_ev_per_a": [[-0.1, 0.0, 1.3], [1.1, 4.5, 1.7], [0.0, 0.6, 0.5], [-1.3, -0.9, 0.7], [1.3, -1.5, 0.8], [2.6, -6.4, -1.1], [0.1, -0.4, -0.7], [0.1, 0.6, -0.5], [-0.1, 0.1, 0.4], [0.4, -0.5, 0.1], [0.2, -5.2, 3.1], [-2.7, 2.7, 1.7], [-8.1, 4.1, 1.7], [-2.5, -1.0, 2.9], [5.7, 0.4, -5.9], [-3.6, 3.7, 1.0], [-3.2, -3.2, 5.9], [-5.4, -3.9, 1.5], [0.3, -2.1, -0.6], [3.5, 2.2, -6.1], [0.2, 0.5, -0.3], [0.3, -2.8, -1.1], [1.3, 1.1, 0.7], [4.4, -1.2, -1.2], [-1.4, 3.9, -0.5], [4.4, 3.2, -0.3], [2.9, 3.5, 5.4], [0.0, 0.3, -1.9], [1.6, 0.0, -0.2], [2.8, 1.6, 3.3], [0.4, 0.5, 0.7], [0.4, 2.9, 1.8], [3.0, 1.4, 1.6], [-1.1, -1.1, 0.2], [0.7, -2.6, -0.6], [-1.8, 2.3, 2.2], [-0.8, -0.4, -0.2], [1.2, -1.2, 2.6], [0.1, -0.3, -0.9], [-1.1, -1.7, -2.6], [-0.5, 3.6, -0.5], [-0.4, -0.2, -2.1], [-1.4, -2.0, -2.3], [-0.8, 0.2, -0.1], [-0.9, -0.1, -1.1], [-3.0, 6.8, 1.3], [0.8, 0.8, 0.4], [-2.2, 0.0, 1.4], [1.7, 0.8, -2.4], [-1.1, -1.4, -2.2], [-2.0, -0.9, -2.0], [0.3, 2.0, 0.6], [1.5, 1.8, -1.5], [2.4, 3.4, -4.3], [-4.3, -2.0, -4.2], [0.3, 0.2, -1.0], [1.4, 1.3, 0.3], [-2.0, -10.3, 1.9], [-0.8, 2.9, -2.6], [1.5, 2.1, 3.1], [3.5, 0.8, -1.9], [-5.7, -1.4, 5.1], [-0.3, -0.7, 1.1], [-4.0, -1.5, -2.6], [2.9, -2.2, 0.0], [-1.6, -1.8, 7.4], [1.0, 0.0, -1.4], [2.3, -2.1, 0.1], [0.7, -0.8, 0.9], [-0.7, 0.1, -0.9], [-1.2, -2.0, 0.5], [0.5, -3.1, 1.4], [-4.7, -1.2, 4.7], [0.0, -1.8, -2.9], [3.3, -0.8, -0.2], [-1.3, 1.1, -0.9], [8.2, -4.9, -0.6], [-3.3, -0.9, -3.3], [5.1, 7.6, -3.8], [1.6, -0.7, -0.2], [-1.3, -0.1, 0.9], [3.1, 2.8, -1.7], [-0.9, 0.1, -0.5], [-3.3, 0.5, -0.4]], "total_charge": 0, "smiles": "CCOC(C)=O.CC(C)=O.CC(C)=O.CC(C)=O.CC(C)=O.CC(C)=O.CC(C)=O.CC(C)=O", "spin_multiplicity": 1, "e_above_lowest_ev": 1.790, "homo_ha": -0.3357, "e_tot_ha": -1659.218834}

=====

(4)
{"formula": "C5H6O", "method": "ωB97M-V with the def2-TZVPD basis set", "symbols": ["H", "C", "H", "H", "C", "O", "H", "H", "C", "C", "H", "C"], "xyz": [[-2.447175, 0.040059, 0.350674], [-0.491497, -0.714822, -0.173582], [-0.386275, -1.271159, 0.764326], [-1.117500, 1.131377, 0.778029], [1.805371, 0.290975, 0.518752], [1.365368, 0.665110, 1.580012], [-1.642240, 0.979803, -0.918400], [-0.857177, -1.419748, -0.926798], [0.904162, -0.250508, -0.558318], [1.461810, -0.189055, -1.737992], [2.886525, 0.302714, 0.305899], [-1.481368, 0.435249, 0.017396]], "atomic_forces_ev_per_a": [[0.2, 0.0, -0.1], [-0.1, -0.1, 0.0], [0.0, 0.1, -0.1], [-0.1, -0.1, -0.1], [0.0, 0.2, 0.4], [0.2, -0.3, -0.4], [0.1, -0.1, 0.1], [0.1, 0.1, 0.1], [0.2, 0.1, -0.5], [-0.4, -0.2, 0.6], [-0.1, 0.1, 0.0], [0.0, 0.1, 0.0]], "total_charge": 0, "spin_multiplicity": 1, "e_above_lowest_ev": 3.731, "homo_ha": -0.3829, "e_tot_ha": -269.209135}

=====

(5)
{"formula": "H23O11", "method": "ωB97M-V with the def2-TZVPD basis set", "symbols": ["H", "H", "H", "H", "H", "H", "O", "H", "H", "O", "H", "O", "H", "O", "H", "H", "H", "H", "O", "O", "H", "H", "O", "O", "H", "H", "O", "H", "H", "H", "O", "H", "H", "O"], "xyz": [[3.730052, 0.955139, 1.502834], [-1.500876, -0.917862, 1.928812], [0.828671, 0.912863, -0.561482], [2.780904, 0.022149, 3.218474], [-3.423799, 0.438049, -2.597764], [-1.167675, 0.751381, -2.244161], [1.458338, 0.097707, -0.337999], [-0.053802, -0.712353, 1.975125], [-2.912570, -1.758081, 0.930576], [3.693045, 1.434946, 0.494259], [0.769003, -2.720073, -0.488168], [0.626992, -2.816438, 0.476734], [0.001383, 3.391970, 1.318207], [-2.863558, 1.154480, -2.183809], [-3.146575, -2.562397, -0.173926], [2.988531, 0.833032, 0.000235], [-2.700547, 0.785401, 1.683251], [-1.245235, -0.582067, -1.619606], [-2.922634, 1.774347, 1.534413], [0.123274, 3.473048, 0.379672], [-2.922537, 0.857528, -1.292006], [-0.708049, 3.375405, -0.051179], [-2.413698, -2.034775, 0.085115], [-0.677827, 0.252658, -1.632797], [1.268351, -0.407359, -1.118094], [1.629552, -1.150366, -3.613036], [-0.885958, -0.246440, 2.165214], [3.541609, -0.902163, 2.342637], [-0.118042, -3.372101, 0.705277], [3.368979, 2.332391, 0.549020], [3.556786, 0.033702, 2.590893], [-3.691996, 1.849503, 2.148074], [1.220330, -2.623540, -3.932120], [1.769584, -1.919693, -4.182679]], "atomic_forces_ev_per_a": [[-0.4, 0.4, -1.2], [-0.7, -0.9, -0.2], [1.5, -2.4, 1.0], [1.0, 0.8, -0.7], [0.7, 1.4, 0.0], [-1.1, 1.5, -1.5], [-0.3, 3.4, 0.3], [-0.2, 0.3, -0.2], [1.6, 0.0, -1.5], [-0.4, -2.4, 0.8], [-0.7, -0.6, 1.1], [0.9, 0.7, -0.2], [-0.6, -0.1, 0.5], [-2.1, -1.1, -1.9], [-0.8, -1.4, -1.5], [0.1, 0.8, 0.3], [0.0, 2.7, -0.5], [1.3, 1.5, 0.4], [-0.7, -2.7, 1.1], [1.8, 0.0, -0.3], [0.1, 0.2, 1.7], [-1.2, -0.1, -0.2], [-1.0, 1.3, 2.8], [0.6, -3.4, 1.0], [-0.1, -0.6, -0.6], [-0.3, -0.5, -0.2], [1.2, 0.3, 0.3], [0.5, 0.0, -0.4], [-0.2, -0.2, -0.7], [-0.4, 0.7, 0.0], [-1.3, -0.6, 1.0], [0.7, 0.4, -0.7], [-1.3, -1.3, 0.7], [1.5, 1.8, -0.5]], "total_charge": 1, "spin_multiplicity": 1, "e_above_lowest_ev": 4.387, "homo_ha": -0.5180, "e_tot_ha": -841.120967}

=====

(6)
{"formula": "C10H10NO2S", "method": "ωB97M-V with the def2-TZVPD basis set", "symbols": ["C", "H", "H", "H", "H", "C", "H", "C", "H", "H", "H", "C", "S", "H", "C", "C", "C", "C", "C", "O", "C", "O", "H", "N"], "xyz": [[-3.794024, 0.312586, -0.173295], [-2.082928, -2.403723, 0.697978], [-4.841090, 0.746941, -0.070956], [1.029412, -0.342337, -1.610418], [-4.477004, -1.609979, 0.340274], [-1.264338, -0.550027, 0.062551], [4.008560, -0.578213, 1.161885], [-1.535501, 0.681337, -0.640570], [-0.739032, 1.241131, -1.197042], [2.489139, 1.431499, 1.939308], [3.543813, 2.380676, 0.921541], [-0.018006, -1.121026, 0.229154], [1.543329, 1.751741, -0.325829], [-3.197968, 2.012927, -1.238992], [2.835039, 1.403991, 0.877555], [-3.577829, -0.972020, 0.227163], [-2.793540, 1.136720, -0.682057], [1.521600, -0.010014, -0.739458], [3.517195, 0.155393, 0.423914], [2.717174, -1.869351, -0.505017], [-2.302638, -1.388521, 0.347624], [0.538662, -2.089467, 0.563979], [4.294790, 0.345742, -0.304937], [2.585177, -0.666015, -0.304350]], "atomic_forces_ev_per_a": [[-2.5, 1.6, 0.4], [-0.1, 0.4, -0.1], [1.4, -0.8, -0.5], [-0.2, -0.4, -1.0], [1.0, 0.2, 0.4], [-0.4, 2.6, -1.9], [-0.8, 1.5, -0.6], [2.7, -0.1, -0.2], [-0.9, -0.7, 0.9], [-0.2, -0.7, -0.9], [-1.3, -2.5, -0.6], [3.2, -2.2, 0.1], [0.2, -0.9, -0.3], [1.1, -0.5, 0.6], [1.6, 3.3, 1.9], [-2.4, -0.4, -0.3], [-2.2, 0.6, -0.8], [-1.3, 2.1, 0.7], [2.3, -1.7, 1.5], [0.4, 0.2, 0.4], [0.3, -2.5, 1.3], [-1.2, 1.1, 0.0], [0.3, 0.3, -0.3], [-1.2, -0.7, -1.0]], "total_charge": 1, "spin_multiplicity": 1, "e_above_lowest_ev": 2.821, "homo_ha": -0.4568, "e_tot_ha": -990.069172}